ORCA calculation (wB97M-V/def2-TZVPD) on a structure of composition C22H41GeN3OPdS3SeSi3.

CARTESIAN COORDINATES (ANGSTROEM)
1 Pd 1.13 1.11 0.06
2 Se 2.02 1.78 2.28
3 Ge -0.99 0.54 -0.83
4 S 1.46 -2.21 -0.94
5 S 1.56 3.41 -0.73
6 S 3.10 1.04 -1.40
7 Si -2.06 -0.27 1.20
8 Si -1.79 -0.82 -2.66
9 Si -1.99 2.73 -1.15
10 O 1.54 -1.32 0.23
11 N 0.94 -0.62 6.15
12 N 4.33 5.73 0.39
13 N 6.57 2.21 -0.60
14 C 4.28 4.65 0.01
15 C -1.37 -1.98 1.72
16 C 1.31 0.65 6.20
17 C -3.96 -0.50 1.18
18 C 1.63 0.78 3.84
19 C 5.53 2.71 -0.55
20 C -3.70 -0.86 -2.74
21 C 4.28 3.33 -0.46
22 C -1.31 3.56 -2.74
23 C 4.20 -2.16 -0.52
24 C -1.62 0.98 2.58
25 C -1.56 3.79 0.39
26 C 1.41 -3.90 -0.17
27 C 0.94 -1.20 4.96
28 C -1.21 -0.12 -4.34
29 C -1.31 -2.69 -2.68
30 C 3.11 2.67 -0.81
31 C 1.66 1.40 5.09
32 C 1.28 -0.56 3.78
33 C 3.18 -2.30 -1.63
34 C 1.17 -5.00 -1.18
35 C -3.90 2.83 -1.35
36 H 4.41 -3.11 -0.02
37 H -4.33 -0.63 2.19
38 H 1.27 -1.07 2.83
39 H 1.08 -5.96 -0.68
40 H -2.45 1.62 2.84
41 H 0.26 -4.82 -1.74
42 H -1.42 4.84 0.15
43 H -4.42 2.22 -0.62
44 H -1.67 3.06 -3.63
45 H -0.63 3.43 0.82
46 H 3.82 -1.45 0.21
47 H 5.14 -1.75 -0.91
48 H -1.59 4.61 -2.80
49 H 0.63 -2.24 4.95
50 H -4.02 -1.21 -3.72
51 H -2.33 3.73 1.15
52 H 1.94 2.43 5.19
53 H 1.31 1.10 7.19
54 H -1.27 0.49 3.48
55 H -1.77 0.78 -4.59
56 H -1.57 -2.20 2.76
57 H 3.27 -3.23 -2.20
58 H -4.25 -1.37 0.59
59 H -4.13 0.11 -2.58
60 H 1.99 -5.08 -1.90
61 H -4.23 3.86 -1.23
62 H -0.30 -1.99 1.57
63 H 3.25 -1.46 -2.31
64 H -4.20 2.51 -2.34
65 H -4.46 0.37 0.75
66 H 0.60 -3.85 0.55
67 H -4.11 -1.54 -2.00
68 H -1.36 -0.83 -5.15
69 H -0.16 0.15 -4.32
70 H -1.80 -2.78 1.12
71 H -0.31 -2.84 -3.06
72 H -0.81 1.62 2.22
73 H -1.36 -3.11 -1.68
74 H 2.34 -4.05 0.38
75 H -1.99 -3.25 -3.31
76 H -0.22 3.51 -2.75

Output
spin multiplicity	2
HOMO (alpha / beta)	-4.6 / -4.5	eV
lowest unoccupied orbital energy (alpha / beta)	0.524 / 0.564	eV
Kohn-Sham gap (alpha / beta)	5.1 / 5.1	eV
total charge	-1

In elementary charge units, the Löwdin charges are: Pd 0.145; Se 0.675; Ge 0.558; S 0.883; S 0.626; S 0.595; Si 0.401; Si 0.370; Si 0.356; O -0.647; N 0.030; N 0.144; N 0.140; C -0.269; C -0.221; C -0.180; C -0.208; C -0.668; C -0.270; C -0.207; C -0.404; C -0.237; C -0.149; C -0.224; C -0.250; C -0.345; C -0.178; C -0.224; C -0.258; C -1.164; C -0.126; C -0.134; C -0.381; C -0.132; C -0.221; H 0.068; H 0.025; H 0.072; H 0.078; H 0.023; H 0.050; H 0.028; H -0.004; H 0.004; H -0.051; H 0.056; H 0.082; H 0.025; H 0.096; H 0.026; H 0.020; H 0.090; H 0.095; H 0.019; H 0.008; H 0.028; H 0.076; H 0.008; H 0.000; H 0.065; H 0.022; H -0.031; H 0.030; H 0.006; H -0.002; H 0.072; H 0.013; H 0.020; H 0.021; H 0.015; H -0.003; H -0.055; H 0.001; H 0.084; H 0.027; H -0.034